# 1
{
  "formula": "C12H27GaN3O5",
  "method": "the ωB97M-V functional and the def2-TZVPD basis",
  "species": ["C", "C", "C", "Ga", "C", "C", "C", "O", "N", "C", "C", "C", "C", "H", "H", "H", "H", "H", "H", "H", "H", "H", "H", "H", "H", "H", "H", "H", "H", "H", "H", "H", "H", "H", "C", "N", "O", "O", "H", "H", "H", "C", "N", "O", "O", "H", "H", "H"],
  "coordinates": [[-1.650103, -4.943439, 3.300776], [-0.756131, -4.092646, 3.778138], [0.313345, -3.456894, 2.969500], [-0.478212, -2.099051, 1.628793], [-0.101418, -2.601889, -0.341336], [-1.316457, -2.649351, -1.273409], [-1.654462, -1.434980, -2.033391], [-2.468523, -1.899657, -0.938193], [0.326906, -0.313621, 1.865904], [-0.662975, 0.710889, 1.551036], [-0.110219, 2.129668, 1.592345], [-1.235723, 3.167364, 1.634169], [-1.008755, 4.366323, 0.715152], [-2.426304, -5.381876, 3.907592], [-1.648592, -5.200776, 2.252198], [-0.809077, -3.829403, 4.827927], [0.983512, -2.887686, 3.607742], [0.869037, -4.255411, 2.481881], [-2.033015, -1.913315, 1.942998], [0.394313, -3.568883, -0.420855], [0.553993, -1.844070, -0.768343], [-1.487987, -3.596993, -1.774895], [-1.094235, -0.541477, -1.788304], [-2.252603, -1.480422, -2.933288], [1.086976, -0.212833, 1.197982], [-1.133167, 0.560122, 0.567113], [-1.460281, 0.621707, 2.288149], [0.562207, 2.231433, 2.440135], [0.481245, 2.264031, 0.685565], [-2.146562, 2.663845, 1.313982], [-1.415887, 3.481942, 2.659255], [-1.257300, 4.097633, -0.306947], [0.025808, 4.696367, 0.763805], [-1.657287, 5.196465, 0.986887], [3.347991, 3.682432, -0.849592], [2.559918, 2.464609, -1.181140], [1.619520, 2.590468, -1.941387], [2.914507, 1.432210, -0.665870], [2.915579, 4.522049, -1.379586], [3.288642, 3.816107, 0.226153], [4.372088, 3.497558, -1.157701], [0.946900, 0.593341, -4.244411], [0.625497, -0.744944, -4.817011], [-0.117291, -0.793550, -5.777808], [1.120883, -1.695804, -4.260583], [0.433397, 1.346557, -4.828854], [0.615784, 0.593922, -3.209934], [2.024513, 0.711927, -4.292340]],
  "forces_ev_per_a": [[-0.316, -0.361, -0.040], [0.334, 0.234, -0.022], [-0.205, 0.097, 0.096], [-0.033, 0.052, -0.035], [-0.896, -0.197, -0.329], [1.246, 0.331, -0.003], [-0.980, -0.466, 0.572], [-0.105, 0.084, 0.192], [-0.178, -0.028, -0.100], [0.552, -0.399, 0.410], [-0.289, -0.046, -0.222], [0.080, -0.118, -0.298], [-0.259, -0.122, 0.354], [-0.099, -0.046, 0.158], [-0.022, -0.086, -0.215], [-0.117, 0.110, 0.189], [0.251, -0.002, 0.065], [0.230, 0.099, -0.288], [-0.008, -0.021, 0.070], [0.217, -0.043, 0.088], [0.390, 0.016, 0.140], [-0.373, -0.110, 0.097], [0.054, 0.218, -0.224], [0.467, 0.180, -0.496], [0.095, -0.015, -0.006], [-0.236, 0.115, -0.141], [-0.209, 0.016, 0.061], [0.124, -0.002, 0.166], [0.191, 0.154, -0.136], [-0.219, -0.008, -0.005], [0.042, 0.118, 0.160], [0.200, -0.044, -0.245], [0.148, 0.159, -0.058], [-0.024, 0.201, 0.023], [-0.091, 0.128, -0.011], [0.035, 0.028, 0.048], [-0.035, 0.037, -0.074], [0.022, -0.098, -0.036], [-0.029, -0.005, -0.010], [0.039, -0.046, 0.025], [0.026, -0.042, 0.060], [-0.130, 0.022, -0.043], [-0.068, 0.214, 0.221], [-0.003, -0.025, -0.109], [0.092, -0.216, -0.091], [-0.017, -0.003, -0.018], [0.086, -0.033, -0.014], [0.017, -0.031, 0.077]],
  "charge": -1,
  "homo_lumo_gap_ev": 5.94,
  "homo_ev": -3.926,
  "total_energy_ev": -79958.575
}

=====

# 2
{
  "formula": "C12H27N4O9S2",
  "method": "the ωB97M-V functional and the def2-TZVPD basis",
  "species": ["C", "C", "O", "N", "C", "C", "C", "C", "C", "N", "C", "N", "N", "H", "H", "H", "H", "H", "H", "H", "H", "H", "H", "H", "H", "H", "H", "H", "H", "H", "H", "H", "C", "C", "O", "S", "O", "O", "O", "H", "H", "H", "H", "C", "C", "O", "S", "O", "O", "O", "H", "H", "H", "H"],
  "coordinates": [[-1.642865, -4.018592, 0.839049], [-2.517519, -3.204352, -0.096315], [-2.596230, -3.535014, -1.271034], [-3.202177, -2.053126, 0.367855], [-2.823765, -1.692741, 1.731271], [-2.924041, -0.965623, -0.615238], [-3.376364, 0.420476, -0.173579], [-2.293177, 1.290888, 0.503751], [-0.913181, 1.267064, -0.215903], [0.055199, 0.553530, 0.634662], [0.968213, -0.231770, 0.053647], [2.040697, -0.512136, 0.832376], [0.864315, -0.793387, -1.200846], [-2.208962, -4.305905, 1.719819], [-1.382080, -4.933645, 0.330229], [-0.737524, -3.499211, 1.139992], [-3.461522, -0.914571, 2.125876], [-2.904229, -2.525892, 2.411443], [-1.780279, -1.344338, 1.763353], [-3.484195, -1.218913, -1.504106], [-1.872193, -1.015857, -0.904463], [-3.852173, 0.975896, -0.971721], [-4.161752, 0.278932, 0.564279], [-2.635155, 2.318034, 0.434135], [-2.209165, 1.078705, 1.567141], [-1.082265, 0.811229, -1.183932], [-0.576413, 2.278646, -0.385849], [-0.376118, 0.120691, 1.445532], [2.522874, -1.329119, 0.479360], [2.658804, 0.284028, 0.942683], [0.552776, -1.737954, -1.347927], [1.104595, -0.273618, -2.025191], [-2.350071, 5.913286, -2.663129], [-1.054787, 5.190434, -2.361781], [-1.470260, 3.865377, -1.978577], [-2.797216, 3.465957, -2.794262], [-2.423168, 2.682764, -3.912090], [-3.752585, 3.024852, -1.846193], [-3.171055, 4.926248, -3.308274], [-2.853202, 6.234714, -1.749680], [-2.209227, 6.766708, -3.319397], [-0.489901, 5.654907, -1.558935], [-0.426692, 5.107976, -3.250543], [7.185797, -2.128096, 2.267409], [5.850386, -1.922383, 2.950827], [4.929142, -1.705077, 1.864214], [5.398746, -2.564661, 0.589261], [4.649291, -3.766486, 0.558896], [5.453110, -1.690088, -0.525778], [6.873471, -2.890744, 1.089659], [7.628869, -1.180862, 1.955999], [7.891889, -2.672998, 2.886513], [5.847927, -1.069072, 3.622125], [5.535408, -2.815113, 3.493382]],
  "forces_ev_per_a": [[-0.806, -0.225, 0.051], [-0.391, -0.534, -1.160], [0.168, 0.520, 0.894], [1.588, -0.240, 0.245], [0.077, 0.207, -0.157], [-1.143, -0.076, -0.228], [0.359, -0.232, 1.040], [-0.061, 0.502, -0.987], [-1.557, -0.002, 1.002], [-0.263, -0.524, -2.239], [0.290, -0.340, 0.864], [-0.313, -0.520, -0.966], [-0.097, 0.410, -0.212], [0.140, 0.022, 0.266], [0.160, -0.093, -0.266], [0.041, 0.203, 0.123], [-0.131, 0.216, -0.047], [-0.111, -0.217, 0.024], [0.052, 0.038, 0.200], [0.023, -0.181, -0.223], [0.151, 0.141, 0.047], [0.272, -0.084, -0.283], [-0.285, 0.045, 0.001], [-0.187, 0.168, 0.186], [0.205, -0.134, 0.124], [0.528, -0.280, -0.147], [0.353, 0.158, 0.129], [0.696, 0.643, 0.746], [0.485, 0.140, 0.001], [-0.121, 0.006, 0.940], [-0.210, -0.117, 0.176], [0.144, 0.081, -0.076], [-0.070, 0.205, 0.424], [0.214, 0.071, -0.418], [-0.198, 0.244, 0.145], [0.312, 0.644, -0.227], [-0.168, -0.296, -0.005], [-0.133, -0.169, 0.030], [0.238, -0.219, -0.017], [0.017, 0.006, -0.006], [-0.116, -0.114, -0.179], [-0.064, -0.175, 0.149], [-0.008, 0.030, 0.003], [0.144, 0.434, 0.055], [0.012, -0.383, 0.268], [0.213, 0.215, -0.165], [0.510, -0.071, 0.439], [-0.153, -0.044, -0.249], [-0.335, 0.080, -0.120], [-0.339, -0.091, 0.090], [-0.005, -0.008, 0.009], [-0.015, -0.191, -0.145], [-0.134, 0.125, -0.153], [0.021, 0.006, 0.003]],
  "charge": 1,
  "homo_lumo_gap_ev": 7.51,
  "homo_ev": -11.924,
  "total_energy_ev": -58931.271
}